[1]
C10H13N2O5STl | the ωB97M-V functional and the def2-TZVPD basis

Values from the calculation:
* HOMO (alpha / beta): -0.5998 / -0.5835 Ha
* HOMO-LUMO gap (alpha / beta): 8.09 / 5.66 eV
* total charge: +2

Atoms and positions in Å:
O1 0.025 2.119 -4.349
C1 0.021 1.719 -3.283
Tl1 0.012 1.242 -1.098
C2 -0.011 0.659 1.767
O2 -0.354 1.081 2.772
C3 -0.035 -1.917 -0.386
O3 -0.292 -3.032 -0.059
C4 2.666 0.233 -0.654
O4 3.805 0.039 -0.555
C5 -2.665 0.032 -0.461
O5 -3.756 -0.275 -0.231
H1 -0.040 -1.295 -1.905
C6 2.366 1.323 5.762
C7 1.767 -0.085 5.628
N1 2.365 -0.855 4.499
C8 1.608 -1.452 3.536
S1 1.940 -1.424 1.880
N2 0.535 -2.116 3.987
C9 0.442 -2.880 5.288
C10 -0.878 -2.681 5.956
H2 3.474 1.312 5.728
H3 2.004 1.791 6.689
H4 2.005 1.969 4.943
H5 1.964 -0.626 6.575
H6 0.659 -0.074 5.498
H7 3.105 -0.360 3.951
H8 -0.024 -2.620 3.241
H9 0.646 -3.946 5.144
H10 1.270 -2.460 5.853
H11 -1.698 -3.148 5.423
H12 -0.797 -3.096 6.950
H13 -1.081 -1.619 6.018

***

[2]
C39H67F4INO20P | the ωB97M-V functional and the def2-TZVPD basis

Values from the calculation:
* HOMO: -0.2528 Ha
* HOMO-LUMO gap: 7.05 eV
* total charge: 0

Atoms and positions in Å:
C1 -0.885 -2.645 1.149
C2 -0.991 -2.370 -0.464
C3 0.362 -2.996 -1.179
C4 0.098 -3.579 -2.702
C5 0.808 -2.507 -3.753
C6 0.068 -1.061 -3.502
C7 1.042 0.043 -2.706
C8 1.170 1.329 -3.714
C9 1.728 2.706 -3.026
C10 0.997 3.140 -1.627
C11 -0.635 2.940 -1.602
N1 -1.335 3.233 -2.909
I1 -0.905 5.265 -3.241
C12 -2.839 3.137 -2.819
C13 -3.606 3.318 -4.295
O1 -5.099 3.287 -4.149
C14 -5.688 2.517 -5.260
F1 -5.422 1.049 -5.198
F2 -5.150 2.964 -6.598
F3 -7.172 2.668 -5.329
C15 -3.382 1.658 -2.258
O2 -4.074 1.947 -0.993
C16 -4.674 0.748 -0.390
F4 -4.298 -0.536 -1.024
C17 -6.325 1.007 -0.407
C18 -7.011 0.545 -1.859
C19 -7.422 -1.054 -1.813
O3 -8.537 -1.229 -2.770
P1 -4.156 0.797 1.488
O4 -5.532 1.106 2.510
O5 -3.400 -0.705 1.944
H1 -0.189 -3.554 1.438
H2 -1.931 -2.858 1.647
H3 -0.414 -1.699 1.700
H4 -1.086 -1.194 -0.598
H5 -1.994 -2.855 -0.833
H6 1.286 -2.243 -1.125
H7 0.706 -3.937 -0.533
H8 0.587 -4.624 -2.909
H9 -1.054 -3.531 -2.902
H10 1.977 -2.482 -3.679
H11 0.559 -2.820 -4.874
H12 -0.995 -1.161 -2.978
H13 -0.169 -0.618 -4.583
H14 2.086 -0.456 -2.427
H15 0.502 0.254 -1.690
H16 1.968 1.023 -4.546
H17 0.165 1.543 -4.319
H18 2.887 2.604 -2.840
H19 1.598 3.583 -3.816
H20 1.328 4.262 -1.392
H21 1.493 2.498 -0.751
H22 -0.839 1.884 -1.145
H23 -1.047 3.733 -0.811
H24 -3.249 4.038 -2.157
H25 -3.236 2.435 -4.970
H26 -3.366 4.338 -4.814
H27 -4.162 1.155 -2.972
H28 -2.488 0.879 -2.153
H29 -6.607 2.137 -0.243
H30 -6.884 0.349 0.409
H31 -7.966 1.203 -2.037
H32 -6.290 0.725 -2.767
H33 -6.496 -1.761 -2.041
H34 -7.812 -1.359 -0.752
H35 -8.195 -1.637 -3.625
H36 -5.918 0.197 2.703
H37 -3.901 -0.984 2.790
C20 -0.286 -8.437 2.020
C21 0.395 -7.503 1.040
C22 1.798 -7.905 0.700
O6 2.391 -6.668 0.346
C23 1.707 -5.702 1.031
O7 2.056 -4.538 1.117
O8 0.581 -6.218 1.610
H38 -1.250 -8.023 2.333
H39 -0.454 -9.421 1.574
H40 0.311 -8.560 2.930
H41 -0.221 -7.386 0.140
H42 1.841 -8.608 -0.137
H43 2.353 -8.323 1.548
C24 -0.483 4.664 4.271
C25 -0.864 3.778 3.102
C26 -1.983 2.828 3.406
O9 -1.738 1.770 2.497
C27 -0.391 1.772 2.256
O10 0.207 0.888 1.670
O11 0.195 2.898 2.766
H44 0.421 5.236 4.036
H45 -1.288 5.362 4.516
H46 -0.252 4.068 5.161
H47 -1.084 4.392 2.220
H48 -2.967 3.270 3.228
H49 -1.951 2.424 4.424
C28 4.908 7.053 -4.016
C29 3.517 7.308 -3.473
C30 3.497 7.716 -2.031
O12 2.212 7.291 -1.612
C31 1.874 6.237 -2.416
O13 0.922 5.502 -2.226
O14 2.751 6.115 -3.458
H50 4.852 6.630 -5.025
H51 5.493 7.976 -4.052
H52 5.445 6.321 -3.401
H53 2.994 8.036 -4.106
H54 3.609 8.796 -1.900
H55 4.248 7.202 -1.420
C32 7.043 -9.721 0.536
C33 6.323 -9.699 1.869
C34 5.932 -11.058 2.365
O15 4.814 -10.771 3.187
C35 4.253 -9.628 2.688
O16 3.168 -9.187 3.026
O17 5.069 -9.048 1.757
H56 7.182 -8.701 0.161
H57 8.022 -10.200 0.624
H58 6.458 -10.255 -0.222
H59 6.921 -9.155 2.610
H60 6.726 -11.536 2.946
H61 5.611 -11.740 1.570
C36 3.823 6.440 6.422
C37 2.924 5.572 7.278
C38 3.455 4.189 7.503
O18 2.273 3.442 7.730
C39 1.271 4.093 7.062
O19 0.156 3.640 6.879
O20 1.692 5.318 6.624
H62 3.325 7.385 6.182
H63 4.764 6.659 6.935
H64 4.049 5.954 5.466
H65 2.703 6.079 8.226
H66 4.121 4.132 8.368
H67 3.967 3.769 6.629

***

[3]
C9H11O3 | the ωB97M-V functional and the def2-TZVPD basis

Values from the calculation:
* HOMO: -0.1758 Ha
* HOMO-LUMO gap: 7.95 eV
* total charge: -1

Atoms and positions in Å:
C1 3.110 -2.439 1.789
C2 2.578 -3.295 0.572
O1 1.647 -2.707 -0.044
O2 3.118 -4.337 0.307
H1 2.504 -2.784 2.695
H2 2.681 -1.348 1.695
H3 4.086 -2.376 2.081
C3 -1.751 3.548 -1.225
C4 -0.899 -0.538 -0.104
C5 0.006 0.193 -0.876
C6 -2.100 0.144 0.338
C7 -0.312 1.472 -1.296
C8 -2.397 1.466 -0.039
C9 -1.496 2.178 -0.800
O3 -0.816 -1.774 0.395
H4 0.080 -2.230 0.356
H5 0.944 -0.469 -1.281
H6 -2.737 -0.198 1.052
H7 0.476 1.903 -1.909
H8 -3.330 1.895 0.312
H9 -1.937 3.620 -2.251
H10 -0.884 4.099 -1.059
H11 -2.570 3.976 -0.706

***

[4]
C39H41BrCaN20O6Se | the ωB97M-V functional and the def2-TZVPD basis

Values from the calculation:
* HOMO: -0.1018 Ha
* HOMO-LUMO gap: 5.73 eV
* total charge: -2

Atoms and positions in Å:
Ca1 -0.198 -0.045 -1.129
N1 -1.403 -2.118 0.188
C1 -1.242 -2.569 1.573
C2 0.117 -3.234 1.804
N2 1.310 -2.547 1.337
C3 1.830 -1.473 2.172
C4 1.021 -0.187 2.325
N3 0.727 0.439 1.038
H1 -2.279 -1.595 0.095
H2 -1.511 -2.907 -0.443
H3 -2.014 -3.294 1.866
H4 -1.372 -1.695 2.208
H5 0.089 -4.224 1.329
H6 0.231 -3.420 2.879
H7 1.200 -2.250 0.373
H8 2.814 -1.209 1.771
H9 2.003 -1.874 3.177
H10 1.591 0.477 2.988
H11 0.070 -0.381 2.825
H12 1.591 0.759 0.594
H13 0.150 1.287 1.182
N4 -1.915 1.797 -3.471
C5 -2.721 0.918 -2.759
N5 -3.966 0.684 -3.149
N6 -4.424 -0.219 -2.249
N7 -3.514 -0.493 -1.387
N8 -2.386 0.227 -1.675
C6 -0.627 2.272 -3.219
N9 -0.099 3.187 -4.010
N10 1.125 3.414 -3.469
N11 1.300 2.691 -2.426
N12 0.182 1.919 -2.221
H14 -2.349 2.192 -4.284
C7 -2.978 -0.674 4.992
N13 -3.994 -0.859 3.978
C8 -3.962 -0.285 2.731
Se1 -2.727 0.812 1.990
N14 -5.113 -0.697 2.120
C9 -5.878 -1.494 2.952
C10 -7.092 -2.132 2.786
C11 -7.582 -2.866 3.864
C12 -6.875 -2.953 5.061
C13 -5.647 -2.312 5.221
C14 -5.163 -1.589 4.148
H15 -2.119 -0.208 4.514
H16 -2.702 -1.641 5.414
H17 -3.333 -0.012 5.785
H18 -5.288 -0.450 1.157
H19 -7.640 -2.062 1.855
H20 -8.531 -3.377 3.767
H21 -7.283 -3.528 5.882
H22 -5.095 -2.374 6.150
C15 3.029 0.060 -3.236
C16 3.772 0.244 -1.958
N15 3.268 0.453 -0.765
C17 4.340 0.597 0.090
C18 5.510 0.446 -0.579
N16 5.142 0.206 -1.892
C19 6.063 -0.129 -2.942
N17 5.788 -1.461 -3.466
N18 5.951 -1.709 -4.781
N19 5.623 -2.928 -5.029
C20 5.201 -3.502 -3.841
C21 4.710 -4.791 -3.587
C22 4.312 -5.066 -2.303
C23 4.379 -4.084 -1.282
C24 4.870 -2.824 -1.512
C25 5.290 -2.562 -2.831
H23 1.988 0.328 -3.088
H24 3.074 -0.982 -3.565
H25 3.430 0.702 -4.022
H26 4.201 0.801 1.141
H27 6.542 0.475 -0.271
H28 7.056 -0.115 -2.498
H29 6.039 0.560 -3.782
H30 4.633 -5.524 -4.380
H31 3.914 -6.043 -2.064
H32 4.007 -4.325 -0.293
H33 4.889 -2.073 -0.734
Br1 -0.261 3.411 8.289
C26 -0.470 3.600 6.399
C27 -0.255 2.503 5.582
C28 -0.419 2.655 4.209
C29 -0.779 3.876 3.650
C30 -0.982 4.955 4.502
C31 -0.835 4.830 5.880
C32 -0.967 4.048 2.129
O1 -1.235 5.203 1.762
O2 -0.833 3.002 1.442
H34 0.031 1.550 6.011
H35 -0.291 1.817 3.542
H36 -1.262 5.896 4.047
H37 -0.999 5.672 6.540
O3 -0.153 -1.121 -3.305
C33 0.502 -2.006 -2.722
O4 1.135 -1.840 -1.633
C34 0.587 -3.377 -3.347
C35 0.586 -3.502 -4.730
C36 0.704 -4.750 -5.330
C37 0.798 -5.892 -4.549
C38 0.779 -5.734 -3.178
C39 0.692 -4.510 -2.552
N20 0.894 -6.966 -2.324
O5 1.114 -8.019 -2.887
O6 0.762 -6.836 -1.130
H38 0.480 -2.603 -5.324
H39 0.719 -4.837 -6.409
H40 0.884 -6.879 -4.978
H41 0.734 -4.427 -1.474

***

[5]
C2H5N3O2S | the ωB97M-V functional and the def2-TZVPD basis

Values from the calculation:
* HOMO: -0.3128 Ha
* HOMO-LUMO gap: 8.68 eV
* total charge: 0
* SMILES: C=NO/C(=N\O)NS

Atoms and positions in Å:
C1 -1.397 2.096 -0.040
N1 -0.782 0.898 0.192
O1 0.454 0.582 -0.301
C2 0.839 -0.663 0.006
N2 2.019 -1.086 0.014
O2 2.963 -0.028 -0.386
N3 -0.170 -1.578 0.357
S1 -1.642 -1.805 -0.422
H1 -1.070 3.002 -0.686
H2 -2.622 2.191 0.157
H3 3.755 -0.734 -0.093
H4 -0.042 -2.481 1.130
H5 -2.303 -0.394 0.073

***

[6]
C3H6O2 | the ωB97M-V functional and the def2-TZVPD basis

Values from the calculation:
* HOMO: -0.3815 Ha
* HOMO-LUMO gap: 11.23 eV
* total charge: 0
* SMILES: CC(=O)CO

Atoms and positions in Å:
C1 1.203 -0.624 0.702
C2 -0.212 -0.258 0.338
O1 -1.176 -0.700 0.931
C3 -0.435 0.683 -0.834
O2 -1.793 0.882 -1.064
H1 1.246 -0.929 1.749
H2 1.897 0.200 0.519
H3 1.520 -1.471 0.085
H4 0.062 0.257 -1.721
H5 0.079 1.633 -0.612
H6 -2.246 0.369 -0.371

***

no.,maximum force (eV/Å),E (eV)
1,7.17,-39304.481
2,9.23,-112214.771
3,5.60,-15654.843
4,1.04,-237027.678
5,5.75,-21547.888
6,0.44,-7302.981